Molecular formula: C4H23N2O6
Method: DFT, ωB97M-V/def2-TZVPD

```
! RIJCOSX wB97M-V def2-TZVPD def2/J DEFGRID3
* xyz 2 2
O -1.402 -3.328 0.842
O 2.778 -0.949 0.939
O 1.383 2.136 0.715
O 0.321 1.561 -2.427
O 0.620 -1.398 -3.277
O 2.960 0.630 -2.169
N -2.422 0.849 -0.073
N -0.341 -1.252 -0.802
C -1.274 1.279 1.978
C -0.561 -0.564 0.418
C -1.433 0.489 0.730
C -1.491 0.357 3.233
H -2.836 1.769 0.031
H 0.433 -0.903 -4.086
H -2.344 -3.263 1.033
H 1.509 2.452 -0.189
H -0.275 2.012 -1.819
H -1.954 2.128 1.929
H 0.170 -0.748 1.200
H 2.214 2.409 1.126
H 3.275 1.510 -2.406
H 1.435 -1.825 -3.589
H -0.346 1.841 2.045
H -1.090 -1.924 -1.034
H -2.055 0.873 3.987
H -0.108 1.613 -3.290
H -0.508 0.286 3.699
H 3.386 -1.690 0.836
H -0.999 -3.826 1.561
H 0.501 -1.847 -0.791
H -0.161 -0.736 -1.703
H 1.997 0.726 -2.216
H -2.825 0.271 -0.802
H 3.303 -0.349 1.456
H -1.863 -0.589 2.914
*
```

Summary:
- <S²>: 0.76
- Energy: -726.4957 a.u.
- Molecular weight: 195.2 g/mol
- HOMO-LUMO gap (spin up / spin down): 9.678 / 6.072 eV

natural (NBO) atomic charge list, values in e, 5 entries:
1. O -0.98
2. O -0.97
3. O -0.97
4. O -0.96
5. O -0.99


Molecular formula: C4H23NO6
Method: DFT, ωB97M-V/def2-TZVPD

```
! RIJCOSX wB97M-V def2-TZVPD def2/J DEFGRID3
* xyz 1 2
O 1.611 1.614 -0.059
O 2.255 -1.658 1.354
O 0.474 -1.344 3.312
O 2.136 -0.747 -1.373
O 0.097 -2.966 -0.518
O 0.726 1.362 3.535
N -1.483 -0.482 -2.811
C -1.007 -0.336 -1.512
C -1.150 2.319 -1.153
C -1.700 0.930 -0.785
C -1.557 0.637 0.731
H 0.695 -2.250 -0.746
H -2.763 0.923 -1.020
H -1.836 -1.408 -3.030
H 0.906 -2.199 3.270
H -0.836 -0.088 -3.491
H -2.506 0.620 1.260
H 0.033 0.011 -1.391
H 0.080 1.834 3.004
H -0.738 1.147 1.227
H -0.755 2.276 -2.169
H 2.128 0.163 -1.020
H -1.159 -1.219 -0.915
H 2.491 -0.658 -2.264
H 1.035 2.155 -0.596
H -1.989 3.012 -1.257
H -1.208 -0.395 0.876
H -0.650 2.733 -0.292
H 0.583 -0.979 2.434
H 2.077 -1.892 0.447
H -0.624 -3.249 -1.074
H 1.190 1.104 0.635
H 0.247 0.588 3.875
H 3.196 -1.560 1.516
*
```

Summary:
- <S²>: 0.76
- Energy: -672.0118 a.u.
- Molecular weight: 181.2 g/mol
- HOMO-LUMO gap (spin up / spin down): 9.801 / 4.886 eV

natural (NBO) atomic charge list, values in e, 5 entries:
1. O -0.95
2. O -0.97
3. O -0.96
4. O -1.00
5. O -0.96


Molecular formula: C4H23NO8
Method: DFT, ωB97M-V/def2-TZVPD

```
! RIJCOSX wB97M-V def2-TZVPD def2/J DEFGRID3
* xyz 0 1
O 2.806 -2.512 -1.103
O 0.859 1.273 -1.515
O -1.360 -2.686 -2.329
O 1.977 3.517 0.247
O -1.736 -0.139 2.830
O 2.452 -0.709 -3.103
O 0.554 -2.317 1.426
O -1.903 -1.903 0.532
N 0.440 0.744 0.980
C -1.889 1.578 0.994
C -0.435 1.781 -1.121
C -0.467 1.705 0.430
C -2.066 1.203 2.487
H 0.222 -0.143 1.402
H -2.530 -2.274 1.170
H -0.811 -0.276 2.740
H 2.321 -2.952 -0.394
H -2.428 2.519 0.896
H -0.560 2.784 -1.528
H 0.631 -3.227 1.726
H 2.924 3.372 0.210
H 2.337 0.109 -2.628
H 1.864 -1.123 -3.725
H -0.253 -2.283 0.872
H 0.710 0.650 -2.223
H -0.131 2.691 0.772
H -3.119 1.249 2.759
H 1.551 2.941 -0.394
H 1.286 0.459 0.510
H -2.095 -0.973 0.718
H -1.494 1.883 3.117
H -1.237 1.165 -1.541
H -2.460 0.785 0.490
H -1.514 -2.081 -1.589
H -0.808 -3.343 -1.903
H 2.572 -1.593 -0.953
*
```

Summary:
- Energy: -822.8093 a.u.
- Molecular weight: 213.2 g/mol
- SMILES: N[C@@H](CO)CCO.O.O.O.O.O.O
- HOMO-LUMO gap: 9.361 eV

natural (NBO) atomic charge list, values in e, 5 entries:
1. O -0.93
2. O -0.77
3. O -0.94
4. O -0.95
5. O -0.74


Molecular formula: C4H23O9
Method: DFT, ωB97M-V/def2-TZVPD

```
! RIJCOSX wB97M-V def2-TZVPD def2/J DEFGRID3
* xyz -1 1
O 3.560 -0.377 0.562
O 1.123 -1.647 3.034
O -3.102 2.372 -0.218
O 0.823 0.749 -1.965
O 1.819 -2.378 0.737
O -0.391 -2.303 -0.203
O -3.453 -1.040 2.330
O 0.302 3.451 -1.880
O 1.781 -1.979 -2.180
C -0.121 1.285 0.326
C -1.405 0.560 0.083
C 1.032 0.715 -0.569
C -2.223 1.496 -0.834
H 1.288 -2.421 -1.398
H -1.674 2.119 -1.506
H -3.514 -0.994 1.353
H 2.881 -0.457 1.199
H 3.269 -1.174 0.096
H 2.067 -3.304 0.795
H -2.852 -0.302 2.563
H 0.670 2.566 -1.951
H -1.242 -0.460 -0.388
H 1.115 -1.917 2.038
H 1.989 -1.162 -1.912
H -0.501 3.393 -2.484
H 0.640 -2.298 0.203
H -0.308 2.431 0.396
H -1.939 0.376 0.989
H -2.716 3.129 0.363
H 1.296 -0.246 -0.110
H 1.930 1.305 -0.403
H 1.700 -0.904 3.088
H -1.058 -2.767 0.184
H -3.012 0.962 -1.462
H -0.031 0.208 -2.235
H 0.256 1.013 1.361
*
```

Summary:
- Energy: -843.3325 a.u.
- Molecular weight: 215.2 g/mol
- HOMO-LUMO gap: 9.010 eV

natural (NBO) atomic charge list, values in e, 5 entries:
1. O -0.97
2. O -1.02
3. O -0.75
4. O -0.76
5. O -1.17


Molecular formula: C4H24B4O2SV
Method: DFT, ωB97M-V/def2-TZVPD

```
! RIJCOSX wB97M-V def2-TZVPD def2/J DEFGRID3
* xyz -1 3
V 1.511 0.983 -0.027
S -0.938 -1.940 -0.225
O 0.063 -0.910 -0.025
O -0.498 -3.277 -0.487
C -2.127 -1.450 -1.497
C -3.281 -0.817 -0.729
C -2.182 -1.933 1.101
C -3.598 -1.650 0.456
B 3.027 2.499 0.354
B 2.492 -0.366 1.779
B 1.751 0.465 -2.106
B -0.331 1.897 0.530
H 2.422 -0.094 -1.472
H -4.113 -0.868 -1.430
H 2.033 1.482 -1.882
H -4.305 -1.188 1.146
H 2.533 -1.302 2.314
H -0.494 1.384 -0.405
H -1.622 -0.701 -2.108
H -3.206 0.233 -0.447
H 3.245 0.350 2.071
H -2.474 -2.344 -2.014
H 1.965 0.352 -3.157
H 3.381 1.602 -0.130
H 0.350 2.704 0.310
H 2.371 2.966 -0.364
H 0.067 1.165 1.216
H 2.664 -0.562 0.732
H -4.047 -2.615 0.221
H 2.362 2.251 1.167
H -1.241 2.274 0.972
H 1.537 0.098 1.970
H -1.859 -1.092 1.715
H 0.731 0.266 -1.815
H -2.104 -2.894 1.609
H 3.913 3.033 0.657
*
```

Summary:
- <S²>: 2.01
- Energy: -1758.5339 a.u.
- Molecular weight: 230.5 g/mol
- HOMO-LUMO gap (spin up / spin down): 7.315 / 8.370 eV

natural (NBO) atomic charge list, values in e, 5 entries:
1. V 0.97
2. S 2.19
3. O -0.89
4. O -0.94
5. C -0.66


Molecular formula: C4H24BO20
Method: DFT, ωB97M-V/def2-TZVPD

```
! RIJCOSX wB97M-V def2-TZVPD def2/J DEFGRID3
* xyz -1 1
O -34.843 2.180 7.886
O -32.629 -2.064 2.244
O -33.132 -2.758 4.676
O -36.770 0.422 -0.861
O -35.441 4.661 -0.947
O -34.131 -1.429 -0.551
O -35.558 -3.172 1.030
O -32.173 0.734 2.168
O -32.119 0.847 -0.731
O -35.539 0.518 -3.269
O -36.843 0.708 3.601
O -34.327 -2.746 7.955
O -34.479 1.838 0.242
O -35.119 3.085 4.641
O -35.467 -1.787 5.301
O -36.887 -0.283 1.278
O -34.981 0.768 2.027
O -35.671 -1.261 3.215
O -33.572 -0.112 7.301
O -36.621 0.921 5.639
C -36.319 0.320 0.323
C -35.932 -1.022 4.431
C -36.710 0.148 4.676
C -35.209 1.073 0.849
B -36.107 -0.024 2.524
H -35.683 -0.352 -3.544
H -31.841 -1.875 1.759
H -35.775 2.059 7.794
H -35.049 -3.911 1.351
H -32.969 -1.147 2.387
H -32.038 1.170 -1.636
H -34.716 -2.128 -0.195
H -34.333 -1.318 -1.466
H -32.522 1.035 1.304
H -35.350 3.696 -0.726
H -35.838 -2.594 1.745
H -32.815 -0.687 7.290
H -34.606 2.520 4.025
H -34.744 -2.913 7.111
H -36.020 0.494 -2.434
H -33.620 0.225 6.426
H -33.025 1.206 -0.615
H -33.940 -2.287 4.895
H -32.972 -2.564 3.736
H -34.156 -1.840 7.868
H -34.563 1.244 7.796
H -35.905 2.559 4.949
H -35.360 5.188 -0.179
H -31.650 1.513 2.380
*
```

Summary:
- Energy: -1696.7447 a.u.
- Molecular weight: 403.0 g/mol
- HOMO-LUMO gap: 9.072 eV

natural (NBO) atomic charge list, values in e, 5 entries:
1. O -0.96
2. O -0.96
3. O -1.01
4. O -0.61
5. O -0.97


Molecular formula: C4H24N2O7
Method: DFT, ωB97M-V/def2-TZVPD

```
! RIJCOSX wB97M-V def2-TZVPD def2/J DEFGRID3
* xyz 0 1
O -1.506 -0.805 3.795
O -0.128 2.395 1.909
O 4.098 1.019 0.172
O 2.843 -1.273 0.146
O 2.310 0.620 -3.098
O 0.876 -1.620 -1.566
O 2.207 2.891 -0.239
N -0.075 -0.319 1.511
N -2.252 -2.061 0.866
C -2.586 -0.996 -1.385
C -0.938 -0.168 0.350
C -1.860 -1.075 -0.094
C -2.681 0.414 -2.032
H -0.950 2.567 2.173
H -3.244 0.476 -2.972
H -0.646 0.733 -0.270
H 4.724 0.690 -0.342
H 0.390 0.592 1.680
H 0.290 -1.226 -0.890
H -0.673 -0.427 2.345
H 1.983 -0.207 -2.803
H 3.277 0.433 0.441
H 2.124 -1.231 0.806
H 0.273 -1.698 -2.294
H 3.016 2.425 -0.549
H 0.084 3.124 1.357
H -1.685 0.728 -2.414
H -2.467 -2.937 0.381
H -2.146 -1.635 -2.102
H -1.629 -2.350 1.620
H 2.255 2.894 0.706
H -3.032 1.260 -1.491
H -1.872 -1.423 4.296
H -1.771 0.069 4.135
H 2.463 -1.736 -0.565
H 2.652 1.032 -2.326
H -3.720 -1.174 -1.258
*
```

Summary:
- Energy: -802.9096 a.u.
- Molecular weight: 212.2 g/mol
- SMILES: CC/C(N)=C/N.O.O.O.O.O.O.O
- HOMO-LUMO gap: 7.812 eV

natural (NBO) atomic charge list, values in e, 5 entries:
1. O -0.93
2. O -0.93
3. O -1.01
4. O -0.97
5. O -0.95


Molecular formula: C4H24N2O8S
Method: DFT, ωB97M-V/def2-TZVPD

```
! RIJCOSX wB97M-V def2-TZVPD def2/J DEFGRID3
* xyz -2 1
S -0.318 3.318 -0.553
O 2.444 2.430 3.086
O -1.860 -2.435 0.480
O -2.133 2.457 -2.958
O 2.465 -0.311 2.932
O 2.011 -2.683 -1.720
O -2.196 -1.788 2.884
O 0.323 -1.944 3.382
O -1.081 -3.123 -2.767
N -0.342 -0.956 -0.460
N 1.708 1.417 -2.459
C -1.790 -1.278 -0.328
C -0.572 1.602 0.053
C 1.303 0.559 -1.352
C -0.178 0.450 -0.917
H 0.053 -1.060 0.495
H 2.467 3.069 2.361
H 2.153 1.537 2.850
H 1.258 -2.641 -1.066
H 2.323 -1.789 -1.517
H 2.370 -0.383 3.888
H -0.712 -1.908 3.246
H 1.886 0.987 -0.452
H -1.652 1.383 0.269
H -1.839 3.060 -2.218
H -1.017 -3.198 -1.808
H 0.479 -2.284 2.488
H 1.931 2.326 -2.057
H -0.231 -2.858 -3.128
H -2.108 -1.673 -1.318
H 1.801 -0.963 2.637
H -0.636 0.581 -1.912
H -2.691 -0.963 2.994
H 1.616 -0.495 -1.604
H 0.979 1.444 -3.155
H -0.003 1.459 0.976
H -2.020 -2.149 1.564
H -2.196 1.614 -2.496
H -2.419 -0.465 0.021
*
```

Summary:
- Energy: -1276.4212 a.u.
- Molecular weight: 260.3 g/mol
- HOMO-LUMO gap: 6.466 eV

natural (NBO) atomic charge list, values in e, 5 entries:
1. S -0.70
2. O -1.01
3. O -0.85
4. O -1.01
5. O -0.97


Molecular formula: C4H24O9
Method: DFT, ωB97M-V/def2-TZVPD

```
! RIJCOSX wB97M-V def2-TZVPD def2/J DEFGRID3
* xyz 0 1
O -0.888 1.548 1.268
O -2.329 -1.312 -1.477
O 1.167 4.040 1.704
O -3.052 0.730 -0.037
O 1.788 -1.063 1.310
O -0.680 -1.046 2.272
O -0.176 2.109 3.734
O -2.235 1.018 -2.803
O -1.743 -3.497 -0.432
C 1.550 -1.471 0.207
C 2.318 -1.643 -2.131
C 2.955 0.374 -0.807
C 1.929 -0.685 -1.043
H 0.537 2.788 3.580
H 2.814 0.933 0.123
H -0.693 0.600 1.312
H 2.430 -1.120 -3.101
H -2.686 -3.805 -0.455
H -3.672 0.046 0.209
H 1.101 -2.418 0.192
H 1.747 4.346 1.132
H 3.385 -1.997 -1.984
H 4.063 0.105 -0.624
H -2.210 1.336 -1.937
H -1.113 1.950 2.105
H 0.537 3.427 1.344
H -2.882 1.648 -3.328
H 3.111 1.067 -1.613
H -2.474 -0.650 -0.853
H 0.305 1.340 3.434
H -0.511 -1.832 1.783
H -1.798 -2.693 -0.993
H 1.767 -2.593 -2.169
H -1.825 -0.804 -2.180
H -2.238 0.812 0.617
H 0.962 -0.242 -1.330
H -1.261 -1.343 2.969
*
```

Summary:
- Energy: -843.8985 a.u.
- Molecular weight: 216.2 g/mol
- SMILES: CC(C)C=O.O.O.O.O.O.O.O.O
- HOMO-LUMO gap: 10.125 eV

natural (NBO) atomic charge list, values in e, 5 entries:
1. O -1.00
2. O -0.97
3. O -0.96
4. O -1.00
5. O -0.53


Molecular formula: C4H25N2O10
Method: DFT, ωB97M-V/def2-TZVPD

```
! RIJCOSX wB97M-V def2-TZVPD def2/J DEFGRID3
* xyz -1 1
O -1.799 -1.289 -1.087
O 0.360 -2.269 -3.096
O -2.181 2.273 0.921
O 0.027 0.768 -3.140
O -2.770 -1.554 1.333
O 0.094 0.186 3.986
O -0.044 1.337 1.829
O 0.651 -2.443 -0.508
O -3.510 0.308 -0.317
O 2.721 0.654 3.261
N 0.771 -0.911 1.143
N 1.948 -0.591 -0.904
C 2.155 0.853 -0.734
C 1.075 -1.333 -0.082
C 1.102 1.752 -1.223
C 1.087 1.640 -2.825
H 2.463 -0.095 2.813
H 1.973 0.959 -3.146
H -1.405 1.947 1.435
H -0.781 0.928 -2.625
H -0.914 -1.095 -0.879
H -0.359 -1.716 -2.718
H 0.548 0.148 1.439
H 1.932 1.219 3.040
H -0.168 0.832 3.077
H -3.210 1.155 -0.113
H 1.172 2.624 -3.248
H 0.585 1.992 1.951
H 0.232 1.336 -0.913
H -2.646 -0.110 -0.768
H -2.326 3.276 0.968
H 0.691 -1.571 1.868
H 1.849 -0.827 -1.934
H 3.079 1.099 -1.207
H -2.091 -0.995 1.520
H 1.401 2.708 -0.862
H 0.781 -0.329 3.701
H -2.166 -1.693 -0.117
H 2.265 1.078 0.338
H -3.410 -0.839 0.901
H 0.555 -2.760 -2.462
*
```

Summary:
- Energy: -1029.3022 a.u.
- Molecular weight: 261.2 g/mol
- HOMO-LUMO gap: 9.424 eV

natural (NBO) atomic charge list, values in e, 5 entries:
1. O -0.99
2. O -0.93
3. O -1.03
4. O -0.73
5. O -0.95


Molecular formula: C4H25NO11
Method: DFT, ωB97M-V/def2-TZVPD

```
! RIJCOSX wB97M-V def2-TZVPD def2/J DEFGRID3
* xyz 0 1
O 1.642 -3.153 -0.434
O -1.443 -3.058 0.053
O -0.801 3.648 0.134
O 1.378 2.634 -1.083
O -2.629 1.806 -0.557
O 3.034 -0.941 -1.008
O 0.863 2.518 1.878
O -2.914 0.433 1.717
O 1.006 0.233 -2.271
O -0.911 -1.335 2.070
O -0.721 -1.035 -2.916
N -0.531 -0.567 -0.720
C 1.264 -0.445 2.636
C 0.134 0.007 0.432
C 0.019 -0.430 -1.960
C 0.381 -1.024 1.554
H -2.212 -0.248 1.755
H 2.176 -2.359 -0.656
H 2.268 -0.302 2.305
H 0.822 -1.984 1.189
H 1.304 -1.095 3.537
H 2.402 -0.429 -1.365
H 2.148 -3.925 -0.642
H 1.543 2.529 1.203
H -0.428 -0.851 -3.803
H -2.136 1.145 -1.087
H 0.927 0.539 2.991
H 1.869 3.148 -1.701
H -1.267 -1.325 -0.598
H 1.040 0.557 0.129
H -1.483 3.021 -0.108
H -0.862 -1.577 3.005
H -0.535 0.829 0.809
H -1.465 -2.687 0.942
H -2.878 1.338 0.310
H 0.140 3.057 1.443
H -0.059 3.371 -0.376
H 1.229 1.772 -1.581
H -2.882 1.016 2.454
H 3.836 -0.910 -1.608
H -0.590 -3.315 -0.132
*
```

Summary:
- Energy: -1049.8548 a.u.
- Molecular weight: 263.2 g/mol
- SMILES: C[C@@H](O)CNC(=O)O.O.O.O.O.O.O.O.O
- HOMO-LUMO gap: 10.211 eV

natural (NBO) atomic charge list, values in e, 5 entries:
1. O -1.01
2. O -0.96
3. O -0.99
4. O -0.99
5. O -0.99


Molecular formula: C4H25NO12
Method: DFT, ωB97M-V/def2-TZVPD

```
! RIJCOSX wB97M-V def2-TZVPD def2/J DEFGRID3
* xyz -1 2
O -1.232 -2.890 3.050
O -3.928 1.612 -1.127
O 1.692 -0.175 -0.874
O -2.634 -0.603 2.477
O -2.697 1.176 1.222
O -1.972 -1.242 -3.497
O 3.334 -3.046 -0.948
O 0.060 1.593 -2.524
O -1.474 3.347 0.694
O 0.769 3.648 1.778
O 0.342 -1.690 -2.128
O 4.121 -0.396 -0.390
N 1.315 -1.416 1.393
C 0.453 -0.268 1.224
C -1.012 -0.381 0.655
C 1.269 0.700 0.027
C -2.154 0.072 1.521
H 0.940 -1.919 2.184
H -1.066 -0.018 -0.373
H 1.138 2.759 1.717
H -1.199 -1.468 0.443
H -1.620 2.959 -0.182
H 0.907 1.158 -2.353
H -0.564 -2.540 3.639
H 3.388 -0.009 -0.935
H -0.020 1.900 -1.618
H -0.094 3.557 1.234
H 2.418 -2.769 -1.126
H 2.127 1.119 0.534
H 0.565 0.338 2.144
H 0.719 -0.768 -1.634
H -1.875 -2.158 2.859
H -2.509 -0.694 -2.919
H -3.739 1.653 -0.166
H 1.341 -1.949 0.540
H 3.757 -2.172 -0.815
H -1.123 -1.340 -3.016
H -1.776 2.559 1.251
H -3.196 1.072 -1.439
H 0.428 1.354 -0.272
H 3.633 -0.792 0.348
H 1.169 -1.873 -2.599
*
```

Summary:
- <S²>: 0.76
- Energy: -1125.0213 a.u.
- Molecular weight: 279.2 g/mol
- HOMO-LUMO gap (spin up / spin down): 9.350 / 5.176 eV

natural (NBO) atomic charge list, values in e, 5 entries:
1. O -0.99
2. O -0.97
3. O -0.60
4. O -0.71
5. O -0.81